The following is a quantum chemistry calculation of C41H34IMoN7S as an isolated structure, from the OMol25 dataset.

XYZ file:
```
85
Properties=species:S:1:pos:R:3:forces:R:3:mulliken_charge:R:1
Mo 0.677 0.088 0.650 -0.115 0.947 -0.292 -2.1018
C 5.038 -0.567 1.310 -0.123 0.145 -0.131 -1.1254
C 5.614 0.555 0.729 0.013 0.103 -0.012 -1.2213
C 4.806 1.513 0.153 -0.013 -0.207 0.118 -0.7850
C 3.416 1.342 0.131 -0.305 -0.260 0.040 0.6998
C 2.804 0.201 0.696 0.343 -0.363 -0.003 1.6123
C 3.664 -0.724 1.295 -0.014 -0.263 0.161 0.3665
C 2.509 2.271 -0.510 -0.147 -0.001 -0.004 0.4229
C 2.947 3.389 -1.254 -0.238 0.262 -0.181 -1.6709
C 2.042 4.163 -1.921 0.148 -0.372 0.279 -1.2717
C 0.671 3.830 -1.861 -0.038 -0.370 0.287 0.7397
C -0.298 4.584 -2.551 -0.248 -0.073 0.129 -0.9945
C -1.625 4.262 -2.465 0.230 0.103 -0.153 -1.0046
C -2.018 3.153 -1.708 0.128 -0.225 0.207 -1.2317
C -1.095 2.397 -1.027 -0.070 -0.157 0.038 0.3710
C 0.281 2.705 -1.075 -0.383 0.738 -0.514 0.3781
N 1.211 1.955 -0.398 0.338 -0.014 0.094 2.2410
H 5.662 -1.318 1.768 0.051 -0.099 0.062 0.5186
H 6.685 0.675 0.730 0.128 0.063 0.011 0.4547
H 5.269 2.386 -0.279 -0.026 0.098 -0.068 0.4376
H 3.266 -1.622 1.759 0.067 0.094 0.001 0.4302
H 4.000 3.611 -1.305 0.041 0.000 0.006 0.5831
H 2.354 5.018 -2.502 0.076 0.073 -0.062 0.4883
H 0.026 5.425 -3.143 0.057 0.122 -0.067 0.5069
H -2.367 4.846 -2.983 -0.074 0.088 -0.093 0.4597
H -3.065 2.889 -1.660 -0.039 -0.027 0.057 0.5470
H -1.439 1.544 -0.453 -0.070 0.119 -0.071 0.4115
N -7.301 -3.688 -4.709 -0.413 -0.177 -0.284 -0.4554
C -6.418 -3.242 -4.134 -0.194 -0.034 -0.129 -0.2175
C -5.319 -2.723 -3.405 0.604 0.270 0.465 0.5850
C -5.064 -1.352 -3.368 -0.112 -0.135 -0.076 -0.9924
C -3.982 -0.874 -2.657 0.192 -0.048 0.147 0.0107
C -3.163 -1.748 -1.947 -0.356 -0.096 -0.171 -0.6363
C -3.436 -3.116 -1.968 0.140 0.183 -0.041 -0.1079
C -4.496 -3.605 -2.704 -0.092 0.087 -0.038 -1.0329
C -2.014 -1.230 -1.174 0.184 -0.084 0.162 1.7436
C -2.067 -1.387 0.216 -0.371 -0.180 -0.412 -0.6630
C -3.160 -1.976 0.897 0.292 0.164 0.065 -0.9837
C -2.799 -2.074 2.222 -0.030 0.015 -0.183 -1.6992
C -1.523 -1.521 2.320 -0.026 0.047 0.040 -1.3671
N -1.060 -1.095 1.131 0.345 0.063 0.203 2.4215
C -0.935 -0.740 -1.909 -0.432 -0.328 -0.206 -1.0873
C -0.794 -0.792 -3.318 -0.042 -0.036 0.648 -0.8669
C 0.492 -0.384 -3.600 0.294 0.133 0.193 -1.8203
C 1.086 -0.069 -2.376 0.083 0.142 -0.478 -1.5350
N 0.243 -0.266 -1.348 0.166 -0.149 0.226 3.1389
H -5.716 -0.667 -3.888 -0.058 0.010 -0.094 0.4921
H -3.772 0.186 -2.627 -0.021 0.107 -0.042 0.5572
H -2.801 -3.800 -1.422 0.030 -0.054 0.061 0.4766
H -4.704 -4.663 -2.727 -0.011 -0.078 -0.031 0.4904
H -4.085 -2.271 0.448 -0.203 -0.077 -0.072 0.8088
H -3.381 -2.487 3.019 -0.117 -0.081 0.283 0.5642
H -0.977 -1.382 3.235 0.052 0.012 -0.005 0.7076
H -1.543 -1.125 -4.009 -0.138 -0.037 -0.115 0.7592
H 0.956 -0.327 -4.563 0.137 0.056 -0.213 0.5805
H 2.091 0.287 -2.219 0.058 0.045 0.072 0.7060
N -0.676 3.554 2.957 0.421 -0.017 -0.353 -0.0001
C -1.703 2.721 3.274 -0.341 -0.666 -0.078 -1.0950
C -1.508 1.589 2.540 -0.704 0.081 0.482 -0.8912
N -0.380 1.723 1.777 0.523 -0.074 -0.235 1.7573
C 0.091 2.932 2.050 0.228 0.459 -0.212 -1.3238
H -0.525 4.481 3.329 0.024 -0.074 -0.114 0.2798
H -2.476 2.983 3.967 -0.117 0.056 0.117 0.4582
H -2.129 0.714 2.507 -0.016 0.018 0.011 0.4816
H 0.947 3.399 1.593 0.040 -0.068 0.044 0.5265
C 0.186 -3.686 -0.463 0.127 0.334 0.112 -0.9436
S 1.500 -2.632 0.204 0.049 0.276 0.035 0.5158
C 2.670 -2.700 -1.179 -0.151 0.079 0.259 -0.9892
H 0.637 -4.636 -0.740 0.054 -0.010 0.008 0.7898
H -0.278 -3.219 -1.329 -0.006 -0.048 0.001 0.0519
H -0.538 -3.854 0.330 -0.080 0.048 -0.003 0.2184
H 2.223 -2.273 -2.073 -0.020 -0.021 -0.033 0.2210
H 2.943 -3.740 -1.343 -0.026 -0.021 0.021 0.5450
H 3.552 -2.137 -0.884 0.002 0.025 -0.052 0.2656
I 1.565 -3.594 5.479 0.050 0.498 -0.252 0.1461
C 1.705 -1.646 4.693 -0.023 -0.322 0.141 -0.9584
C 2.173 -0.586 5.460 -0.141 -0.220 -0.299 -0.3141
C 2.242 0.657 4.854 -0.131 -0.061 -0.191 -1.3313
C 1.809 0.805 3.548 0.130 0.340 0.154 -0.1934
N 1.298 -0.196 2.820 0.280 -0.534 0.166 1.3624
C 1.300 -1.409 3.384 0.040 -0.397 0.219 -0.6125
H 2.486 -0.732 6.482 0.040 -0.011 0.085 0.4713
H 2.628 1.508 5.393 0.037 0.111 -0.011 0.5153
H 1.888 1.770 3.067 0.046 -0.154 0.027 0.4131
H 0.978 -2.240 2.767 -0.019 0.108 0.138 0.7945
```
Positions in Å, forces in eV/Å.

Output
E_LUMO in eV: -7.175
Orbital gap in eV: 6.0
Net charge: +2
HOMO level in Eh: -0.4835